one:
Computed, not measured: an isolated molecule of C3H7N3S, with ωB97M-V with the def2-TZVPD basis set.

XYZ file:
```
14
Properties=species:S:1:pos:R:3:mulliken_charge:R:1
C -2.5633 0.4050 0.0804 -0.956
C -1.5107 -0.6810 -0.1047 0.034
N -0.2740 -0.3759 -0.0290 -0.412
S 0.8445 -1.6359 -0.3209 -0.055
C 2.3238 -0.9336 0.3228 -0.128
N 2.8185 0.2364 0.2111 -0.353
N 2.1431 1.1645 -0.5079 -0.359
H -3.1682 0.5055 -0.7819 0.295
H -2.0970 1.3495 0.4358 0.259
H -3.2280 0.1241 0.9205 0.286
H -1.7814 -1.6694 -0.4165 0.359
H 2.9216 -1.6188 0.8844 0.414
H 2.4381 2.0964 -0.2579 0.268
H 1.1331 1.0331 -0.4363 0.348
```

Summary:
SMILES string	C/C=N/S/C=N\N
charge	0
frontier orbital gap	9.2	eV
HOMO energy	-0.3068	Eh

***

two:
Computed, not measured: an isolated molecule of C3H7N3S, with ωB97M-V with the def2-TZVPD basis set.

XYZ file:
```
14
Properties=species:S:1:pos:R:3:mulliken_charge:R:1
H -0.4827 2.4429 -0.2834 0.272
N 0.2474 1.6649 -0.2315 -0.607
C -0.4835 0.7131 -0.0137 0.577
N -1.8647 0.7619 -0.0312 -0.437
S -2.8779 -0.6858 -0.1274 -0.167
N 0.0531 -0.6785 0.1157 -0.474
C 1.4453 -0.8704 -0.7974 -0.448
C 1.4521 -0.5974 0.6775 -0.512
H -2.3737 1.6219 0.6565 0.324
H -1.7735 -1.3553 0.3500 0.245
H 1.4728 -1.9866 -0.9796 0.242
H 1.8471 -0.1600 -1.3953 0.375
H 1.7642 0.5544 0.7104 0.324
H 1.5741 -1.4251 1.3493 0.287
```

Summary:
SMILES string	[H]/N=C(\NS)N1CC1
charge	0
frontier orbital gap	9.0	eV
HOMO energy	-0.3100	Eh

***

three:
Computed, not measured: a structure of composition C3H7N3S, with ωB97M-V with the def2-TZVPD basis set.

XYZ file:
```
14
Properties=species:S:1:pos:R:3:mulliken_charge:R:1
C -0.8271 0.8521 0.9607 -0.337
C -1.4643 0.8909 -0.2454 -0.463
C 0.3943 -0.0231 1.0349 -0.347
N -0.9070 0.6377 -2.8029 -0.558
N 1.0158 -0.0784 -0.2804 -0.286
N 1.7398 -1.1644 -0.4839 -0.285
S -0.9649 -0.3052 -1.5260 0.147
H -1.1425 1.4314 1.8413 0.342
H -2.1495 1.4410 -0.6616 0.548
H 1.0360 0.4200 1.6970 0.353
H 0.2739 -1.1134 1.3135 0.256
H -1.1064 0.0906 -3.6647 0.240
H 1.5855 -2.0443 -0.0138 0.194
H 2.4245 -1.0596 -1.1841 0.195
```

Summary:
charge	0
frontier orbital gap (spin up / spin down)	7.6 / 7.5	eV
HOMO energy (spin up / spin down)	-0.2617 / -0.2686	Eh

***

Here is how they stack up, most stable first: one, two, three.

***

one:
Computed, not measured: a structure of composition C3H7N3S, with ωB97M-V with the def2-TZVPD basis set.

XYZ file:
```
14
Properties=species:S:1:pos:R:3:mulliken_charge:R:1
C 0.8529 -0.1221 1.6492 -1.153
C 0.2369 0.6735 0.4490 0.542
C -1.4725 -0.6705 -0.9843 0.057
H 1.8258 -0.5506 1.1132 0.408
H 0.8909 0.4452 2.6834 0.325
H 0.2027 -1.1719 1.4945 0.190
H -1.2469 1.3660 -0.5472 0.300
H -2.3161 -0.1457 -1.8129 0.223
H 2.3855 1.4686 1.6596 0.316
H 2.2371 2.8721 0.1943 0.194
N -0.8608 0.4108 -0.3511 -0.161
N 0.8359 1.7608 0.0460 -0.340
N 1.9020 2.2486 0.7171 -0.522
S -0.9264 -2.1569 -0.8971 -0.377
```

Summary:
charge	0
frontier orbital gap	8.5	eV
HOMO energy	-0.2933	Eh

***

two:
Computed, not measured: an isolated molecule of C3H7N3S, with ωB97M-V with the def2-TZVPD basis set.

XYZ file:
```
14
Properties=species:S:1:pos:R:3:mulliken_charge:R:1
C -2.1171 0.5314 0.1957 -0.856
N -0.8970 0.2260 -0.6464 -0.522
N 0.1960 0.0430 0.3819 0.185
C 1.0363 -1.0998 0.1766 -0.327
C 2.2933 -0.8753 -0.2607 -0.347
S 2.6892 0.7694 -0.3104 -0.068
N 0.9942 1.1678 0.3427 -0.492
H -2.9621 0.1901 -0.3027 0.372
H -1.9563 0.0017 1.0907 0.405
H -2.1997 1.5565 0.4845 0.246
H -1.0756 -0.7654 -0.9543 0.341
H 0.3811 -1.9910 0.2771 0.411
H 3.0506 -1.6767 -0.3158 0.347
H 0.5673 1.9223 -0.1588 0.305
```

Summary:
SMILES string	CNN1C=CSN1
charge	0
frontier orbital gap	7.9	eV
HOMO energy	-0.2597	Eh

***

three:
Computed, not measured: an isolated molecule of C3H7N3S, with ωB97M-V with the def2-TZVPD basis set.

XYZ file:
```
14
Properties=species:S:1:pos:R:3:mulliken_charge:R:1
H 0.0041 -1.8128 -1.3128 0.229
N -0.9372 -1.5387 -1.0918 -0.714
C -0.8013 -0.4951 -0.3989 0.390
N -1.7678 0.1599 0.2569 -0.258
C -1.3297 1.4653 0.7863 -0.421
C 0.2059 1.2018 0.8962 -0.442
N 0.3964 0.2281 -0.1852 -0.142
S 1.9189 -0.5531 -0.2791 -0.206
H -2.7080 0.1772 -0.1514 0.277
H -1.8505 1.6011 1.7651 0.272
H -1.5167 2.2767 0.0588 0.270
H 0.4387 0.7829 1.9117 0.293
H 0.7333 2.1078 0.7568 0.310
H 1.9081 -1.2597 0.8760 0.143
```

Summary:
SMILES string	[H]/N=C1/NCCN1S
charge	0
frontier orbital gap	9.7	eV
HOMO energy	-0.3298	Eh

***

Here is how they stack up, most stable first: three, two, one.

***

one:
Computed, not measured: an isolated molecule of C3H7N3S, with ωB97M-V with the def2-TZVPD basis set.

XYZ file:
```
14
Properties=species:S:1:pos:R:3:mulliken_charge:R:1
H -0.7355 1.7854 -1.0423 0.288
N -1.0681 1.5724 -0.1204 -0.620
C -0.5465 0.5162 0.2657 0.653
C -0.9340 -0.0304 1.5972 -1.222
N 0.4903 -0.1781 -0.5039 0.298
N 0.8402 0.3546 -1.7765 -0.867
C 1.1528 -1.3472 -0.2277 -0.046
S 1.1245 -2.3145 1.0850 -0.306
H -0.0897 0.0609 2.3038 0.300
H -1.3252 -1.0634 1.5969 0.329
H -1.7848 0.5587 1.9596 0.317
H 1.0859 1.3345 -1.6391 0.278
H 0.0283 0.3401 -2.3903 0.268
H 1.7619 -1.5894 -1.1080 0.329
```

Summary:
SMILES string	[H]/N=C(/C)N(N)C=S
charge	0
frontier orbital gap	8.9	eV
HOMO energy	-0.3166	Eh

***

two:
Computed, not measured: an isolated molecule of C3H7N3S, with ωB97M-V with the def2-TZVPD basis set.

XYZ file:
```
14
Properties=species:S:1:pos:R:3:mulliken_charge:R:1
C -2.3613 -1.0502 -0.0930 -0.719
C -1.0022 -0.9102 0.1093 -0.171
N -0.3562 0.2654 -0.1496 0.202
N -0.9675 1.4393 0.1353 -0.755
C 1.0649 0.4442 -0.3260 0.085
N 1.9725 -0.4970 -0.1315 -0.424
S 3.7006 -0.1338 0.0430 -0.141
H -2.8359 -0.0438 -0.2830 0.293
H -2.9075 -2.0331 0.1255 0.245
H -0.2924 -1.6283 0.2930 0.426
H -0.7721 2.1488 -0.5147 0.245
H -0.5929 1.7818 1.0987 0.274
H 1.2480 1.5732 -0.3589 0.300
H 4.1021 -1.3562 0.0520 0.141
```

Summary:
SMILES string	C=CN(N)/C=N/S
charge	0
frontier orbital gap	8.7	eV
HOMO energy	-0.2904	Eh

***

three:
Computed, not measured: an isolated molecule of C3H7N3S, with ωB97M-V with the def2-TZVPD basis set.

XYZ file:
```
14
Properties=species:S:1:pos:R:3:mulliken_charge:R:1
C -0.4438 0.6211 0.4008 0.609
C 0.1059 1.5103 -0.7226 -0.447
C 0.6342 -0.3669 0.8636 -0.623
N -1.6293 0.4884 0.8182 -0.730
N 0.4234 -2.5134 -0.1405 -0.521
N 0.2495 0.5559 -1.7630 -0.630
S 1.3979 -1.2909 -0.4537 0.229
H -0.6218 2.2248 -0.9776 0.371
H 1.1071 1.8310 -0.6300 0.268
H 1.3227 0.2575 1.5571 0.346
H 0.0560 -1.0814 1.5041 0.357
H -1.7561 -0.2778 1.4678 0.267
H 0.2295 -3.3338 -0.6808 0.231
H -0.5405 -0.0178 -2.0361 0.272
```

Summary:
charge	0
frontier orbital gap (spin up / spin down)	7.8 / 8.6	eV
HOMO energy (spin up / spin down)	-0.3039 / -0.3316	Eh

***

Here is how they stack up, most stable first: one, two, three.

***

one:
Computed, not measured: a cluster of 2 separate species, C4H9O2 in total, with ωB97M-V with the def2-TZVPD basis set.

XYZ file:
```
15
Properties=species:S:1:pos:R:3:mulliken_charge:R:1
C -1.5200 0.1577 -1.8377 -0.941
C -0.0691 -0.4194 -2.1114 0.584
O 0.8234 0.4604 -2.0189 -0.721
O 0.0256 -1.6246 -2.4078 -0.727
H -1.4647 1.1445 -1.3924 0.272
H -2.1714 -0.5790 -1.3695 0.258
H -1.8972 0.3209 -2.8599 0.289
C 0.8281 -0.6166 1.4332 -0.729
C 0.7272 0.7076 2.1654 -0.808
H -0.1418 -1.0131 1.1254 0.227
H 1.3081 -0.4093 0.4724 0.186
H 1.3828 -1.4157 1.9262 0.328
H 1.7312 1.0912 2.3730 0.250
H 0.1148 0.7740 3.0629 0.295
H 0.3230 1.4213 1.4391 0.237
```

Summary:
charge	-1
frontier orbital gap	7.8	eV
HOMO energy	-0.1412	Eh

***

two:
Computed, not measured: a cluster of 2 separate species, C4H9O2 in total, with ωB97M-V with the def2-TZVPD basis set.

XYZ file:
```
15
Properties=species:S:1:pos:R:3:mulliken_charge:R:1
C 0.0673 0.9649 -2.4089 -0.793
C 0.5963 1.9010 -1.2815 0.535
O -0.1771 2.0048 -0.2937 -0.704
O 1.7787 2.2764 -1.4282 -0.722
H 0.9290 0.4661 -2.8380 0.285
H -0.6767 1.4054 -3.0705 0.254
H -0.4760 0.0792 -2.0202 0.153
C -0.9313 -1.1520 1.3502 -0.670
C 0.4786 -1.1843 1.9718 -0.793
H -0.8751 -1.1782 0.2572 0.090
H -1.5940 -1.9154 1.7515 0.343
H -1.4044 -0.1677 1.4583 0.239
H 0.6301 -2.1747 2.4105 0.285
H 0.4488 -0.5480 2.8636 0.206
H 1.2058 -0.7776 1.2778 0.292
```

Summary:
charge	-1
frontier orbital gap	7.8	eV
HOMO energy	-0.1411	Eh

***

Here is how they stack up, most stable first: one, two.

***

one:
Computed, not measured: a cluster of 2 separate species, C4H9O2 in total, with ωB97M-V with the def2-TZVPD basis set.

XYZ file:
```
15
Properties=species:S:1:pos:R:3:mulliken_charge:R:1
C -1.6248 -1.0863 -1.4804 -0.625
C -2.1505 -0.5198 -0.1435 0.546
O -2.3232 0.7133 -0.0895 -0.718
O -2.3153 -1.3754 0.7656 -0.748
H -2.0618 -0.5176 -2.3035 0.246
H -1.9105 -2.1266 -1.6193 0.260
H -0.5531 -0.8704 -1.5103 0.085
C 1.8602 1.0662 1.4064 -0.967
C 1.3301 0.3545 0.1452 -0.531
H 1.0949 1.2958 2.1351 0.324
H 2.6228 0.4731 1.9273 0.263
H 2.3830 2.0060 1.2034 0.257
H 1.2271 1.0641 -0.6635 0.314
H 0.3696 -0.0694 0.3862 -0.021
H 2.0515 -0.4074 -0.1593 0.315
```

Summary:
charge	-1
frontier orbital gap	7.8	eV
HOMO energy	-0.1394	Eh

***

two:
Computed, not measured: the ion C4H9O2 with charge -1, with ωB97M-V with the def2-TZVPD basis set.

XYZ file:
```
15
Properties=species:S:1:pos:R:3:mulliken_charge:R:1
C 0.4572 1.7376 -1.4503 -1.181
C 0.4509 0.3926 -0.6556 0.431
O -0.0515 -0.7451 -1.2742 -0.893
C -0.3621 0.7649 0.7020 -0.794
C -0.3053 -0.5517 1.6833 -0.607
O -0.2742 -1.8258 0.9784 -0.621
H 1.3283 1.6702 -2.2856 0.281
H 0.7459 2.6113 -0.7742 0.285
H -0.4843 1.9261 -2.1065 0.279
H 1.5747 0.3640 -0.4603 0.059
H -1.3906 0.6115 0.4804 0.266
H -0.1224 1.7034 1.1565 0.445
H 0.5692 -0.4260 2.3656 0.214
H -1.0835 -0.4094 2.3292 0.374
H 0.0241 -1.5440 -0.0143 0.463
```

Summary:
SMILES string	C[C@H]([O-])CCO
charge	-1
frontier orbital gap	7.7	eV
HOMO energy	-0.1208	Eh

***

three:
Computed, not measured: a structure of composition C4H9O2, with ωB97M-V with the def2-TZVPD basis set.

XYZ file:
```
15
Properties=species:S:1:pos:R:3:mulliken_charge:R:1
C -1.5739 0.9656 -0.0536 -0.383
O -1.0561 1.7068 -1.1567 -0.781
C -0.7289 -0.2010 0.5049 -0.910
C 0.5499 -0.2060 -0.3526 0.444
C 1.6703 -1.2581 0.2873 -1.172
O 1.1387 0.9685 -0.4999 -0.821
H -2.5420 0.6950 -0.3398 0.310
H -1.7360 1.7351 0.7233 0.168
H -0.4695 -0.0750 1.4980 0.447
H -1.2777 -1.1499 0.3915 0.238
H 0.2165 -0.5677 -1.3077 0.203
H 1.2968 -1.5679 1.2616 0.298
H 2.5244 -0.6591 0.4831 0.336
H 1.8057 -2.1140 -0.4231 0.243
H 0.1818 1.7275 -1.0160 0.381
```

Summary:
charge	-1
frontier orbital gap	7.7	eV
HOMO energy	-0.1144	Eh

***

Here is how they stack up, most stable first: one, three, two.

***

one:
Computed, not measured: a cluster of 2 separate species, C5H12O2 in total, with ωB97M-V with the def2-TZVPD basis set.

XYZ file:
```
19
Properties=species:S:1:pos:R:3:mulliken_charge:R:1
C -0.5554 0.8042 -2.2613 -1.297
C 0.4288 0.0932 -1.3521 -0.072
C 0.3432 -0.2826 -0.0387 0.083
O 1.4995 -0.0752 0.7133 -0.594
C -0.5842 -1.2411 0.6463 -0.395
C -0.9028 -0.8853 2.0958 -1.136
H -1.4128 1.1850 -1.7033 0.322
H -0.0844 1.6858 -2.7425 0.321
H -0.9168 0.1822 -3.0863 0.379
H 1.3523 -0.1594 -1.8804 0.384
H 1.7840 -0.7063 1.3831 0.331
H 0.0104 -2.1777 0.6210 0.257
H -1.4664 -1.4482 0.0283 0.343
H -0.0158 -0.8032 2.7395 0.288
H -1.3814 0.0960 2.1122 0.294
H -1.5559 -1.6322 2.5510 0.356
O 1.1913 2.1578 0.0046 -0.666
H 0.3379 1.6823 0.3558 0.428
H 1.9285 1.5246 -0.1864 0.374
```

Summary:
SMILES string	C/C=C(/O)CC.O
charge	0
frontier orbital gap	8.4	eV
HOMO energy	-0.2892	Eh

***

two:
Computed, not measured: a cluster of 2 separate species, C5H12O2 in total, with ωB97M-V with the def2-TZVPD basis set.

XYZ file:
```
19
Properties=species:S:1:pos:R:3:mulliken_charge:R:1
C 2.2180 -0.0415 1.1863 -1.118
C 0.8037 0.5253 1.2934 -0.176
C 0.1025 0.9392 0.0315 -0.345
C -1.2158 1.0677 -0.0528 -0.527
O -2.0395 0.5262 0.9223 -0.497
H 2.2350 -1.0784 0.8378 0.246
H 2.8321 0.5513 0.4988 0.288
H 2.7012 -0.0047 2.1701 0.365
H 0.1629 -0.1262 1.9007 0.309
H 0.8551 1.4726 1.8434 0.332
H 0.7141 1.2845 -0.7978 0.312
H -1.6777 1.6950 -0.8060 0.431
H -2.8779 0.2633 0.5245 0.337
C -0.9436 -1.1533 -1.8964 -0.583
O 0.0935 -1.3367 -0.9399 -0.459
H -0.9319 -2.0529 -2.5041 0.287
H -1.9629 -1.0231 -1.4960 0.218
H -0.7492 -0.2788 -2.5366 0.248
H -0.2867 -1.3945 -0.0563 0.332
```

Summary:
SMILES string	CC/C=C\O.CO
charge	0
frontier orbital gap	9.0	eV
HOMO energy	-0.3048	Eh

***

three:
Computed, not measured: an isolated molecule of C5H12O2, with ωB97M-V with the def2-TZVPD basis set.

XYZ file:
```
19
Properties=species:S:1:pos:R:3:mulliken_charge:R:1
C -1.1134 -2.4227 0.6962 -1.282
C -0.6410 -1.4861 -0.4112 -0.501
C 0.1879 -0.2966 0.0976 0.295
O 1.5518 -0.5736 -0.1600 -0.578
C -0.2603 1.0162 -0.5496 -0.768
C 0.4451 2.2448 -0.0011 -0.509
O 1.8269 2.1688 -0.3460 -0.559
H -1.7141 -3.2433 0.2900 0.380
H -0.2637 -2.8556 1.2345 0.303
H -1.7329 -1.8853 1.4244 0.341
H -1.5105 -1.1214 -0.9734 0.314
H -0.0083 -2.0273 -1.1226 0.320
H 0.0302 -0.1949 1.1894 0.183
H 2.0201 0.2769 -0.1515 0.408
H -1.3369 1.1431 -0.3777 0.372
H -0.1042 0.9527 -1.6342 0.312
H 0.3255 2.2783 1.0935 0.334
H -0.0027 3.1582 -0.4181 0.329
H 2.3006 2.8677 0.1197 0.306
```

Summary:
SMILES string	CC[C@@H](O)CCO
charge	0
frontier orbital gap	10.5	eV
HOMO energy	-0.3599	Eh

***

Here is how they stack up, most stable first: three, two, one.